{"formula": "C5H10N2S", "method": "ωB97M-V/def2-TZVPD", "gap_ev": 7.720, "e_homo_ev": -6.90, "smiles": "CC1=C(C)N(N)CS1", "species": ["C", "C", "C", "C", "N", "N", "C", "S", "H", "H", "H", "H", "H", "H", "H", "H", "H", "H"], "positions_angstrom": [[0.44, 1.51, -2.11], [0.50, 0.52, -0.99], [-0.19, 0.34, 0.17], [-1.07, 1.34, 0.87], [0.13, -0.79, 0.89], [-0.86, -1.38, 1.80], [0.90, -1.68, 0.21], [1.55, -0.92, -1.31], [1.19, 1.14, -2.83], [0.78, 2.43, -1.68], [-0.45, 1.68, -2.62], [-0.49, 1.67, 1.78], [-2.00, 0.82, 1.22], [-1.21, 2.21, 0.21], [-1.13, -2.33, 1.31], [-0.29, -1.91, 2.49], [1.85, -2.04, 0.68], [0.37, -2.61, -0.10]]}

---

{"formula": "C5H10N2S", "method": "ωB97M-V/def2-TZVPD", "gap_ev": 9.339, "e_homo_ev": -8.55, "smiles": "CS[C@@]1(C)C=NNC1", "species": ["C", "S", "C", "C", "C", "N", "N", "C", "H", "H", "H", "H", "H", "H", "H", "H", "H", "H"], "positions_angstrom": [[2.48, -0.27, -0.58], [1.03, 0.26, -1.49], [-0.24, 0.32, -0.25], [0.01, 1.22, 0.99], [-1.50, 0.64, -0.99], [-2.52, -0.07, -0.63], [-2.12, -0.85, 0.42], [-0.69, -1.06, 0.31], [2.77, 0.50, 0.15], [2.33, -1.25, -0.12], [3.27, -0.39, -1.32], [-0.89, 1.12, 1.64], [0.91, 0.91, 1.58], [0.19, 2.28, 0.71], [-1.54, 1.32, -1.81], [-2.76, -1.62, 0.47], [-0.23, -1.18, 1.33], [-0.50, -1.89, -0.40]]}

---

{"formula": "C5H10N2S", "method": "ωB97M-V/def2-TZVPD", "gap_ev": 8.495, "e_homo_ev": -8.52, "smiles": "CN/N=C\\CC(C)=S", "species": ["C", "N", "N", "C", "C", "C", "C", "S", "H", "H", "H", "H", "H", "H", "H", "H", "H", "H"], "positions_angstrom": [[1.39, 1.75, 0.06], [1.59, 0.55, -0.81], [2.04, -0.63, -0.22], [1.34, -1.06, 0.77], [-0.05, -0.67, 1.20], [-1.01, -0.39, 0.00], [-0.99, -1.42, -1.09], [-2.14, 0.78, 0.11], [2.04, 1.78, 0.91], [1.69, 2.58, -0.56], [0.38, 1.93, 0.31], [2.22, 0.76, -1.58], [1.79, -1.92, 1.31], [-0.47, -1.56, 1.68], [-0.04, 0.15, 1.95], [-0.09, -2.01, -1.11], [-1.02, -0.83, -1.99], [-1.83, -2.07, -1.05]]}

---

{"formula": "C5H10N2S", "method": "ωB97M-V/def2-TZVPD", "gap_ev": 8.871, "e_homo_ev": -7.99, "smiles": "C=CS/C=N/N(C)C", "species": ["C", "C", "S", "C", "N", "N", "C", "C", "H", "H", "H", "H", "H", "H", "H", "H", "H", "H"], "positions_angstrom": [[-3.54, -0.27, -0.22], [-2.24, -0.30, -0.43], [-1.29, 1.02, -1.11], [0.29, 0.55, -0.55], [0.56, -0.41, 0.25], [1.93, -0.72, 0.59], [2.82, 0.39, 0.35], [2.08, -1.30, 1.88], [-4.17, 0.53, -0.48], [-4.04, -1.20, 0.02], [-1.58, -1.15, -0.14], [0.99, 1.16, -1.08], [2.52, 1.34, 0.85], [3.82, 0.14, 0.68], [2.86, 0.64, -0.70], [1.65, -0.71, 2.65], [1.54, -2.24, 1.94], [3.16, -1.47, 2.10]]}

---

{"formula": "C5H10N2S", "method": "ωB97M-V/def2-TZVPD", "gap_ev": 8.078, "e_homo_ev": -8.11, "smiles": "CC(C)=S.C=C=NN", "species": ["C", "C", "C", "S", "H", "H", "H", "H", "H", "H", "C", "C", "N", "N", "H", "H", "H", "H"], "positions_angstrom": [[-0.11, -1.26, -2.29], [-0.90, -0.60, -1.09], [-1.61, 0.68, -1.33], [-1.15, -1.38, 0.29], [0.95, -1.29, -2.06], [-0.67, -2.23, -2.47], [-0.09, -0.67, -3.16], [-1.06, 1.60, -1.28], [-2.56, 0.84, -0.69], [-1.85, 0.77, -2.41], [1.78, 1.38, 0.61], [1.42, 0.69, 1.68], [1.33, 0.14, 2.74], [0.53, -0.37, 3.64], [1.76, 2.44, 0.61], [1.91, 0.85, -0.35], [-0.48, -0.43, 3.36], [0.79, -1.18, 4.19]]}

---

{"formula": "C5H10N3", "method": "ωB97M-V/def2-TZVPD", "multiplicity": 2, "gap_ev": [5.204, 8.934], "e_homo_ev": [-4.13, -7.88], "species": ["C", "C", "C", "C", "N", "C", "N", "N", "H", "H", "H", "H", "H", "H", "H", "H", "H", "H"], "positions_angstrom": [[0.17, 1.52, -1.23], [-0.77, 0.33, -0.97], [-0.54, -0.37, 0.32], [-1.27, -0.40, 1.44], [-0.64, -1.24, 2.37], [0.48, -1.81, 1.75], [0.62, -1.12, 0.54], [1.38, 1.10, -1.95], [0.43, 1.94, -0.26], [-0.35, 2.30, -1.77], [-0.59, -0.41, -1.77], [-1.83, 0.55, -1.13], [-2.13, 0.15, 1.76], [-0.88, -1.42, 3.32], [1.05, -2.63, 2.13], [1.24, -1.41, -0.21], [1.40, 1.54, -2.86], [2.23, 1.39, -1.49]]}

---

{"formula": "C5H10N3", "method": "ωB97M-V/def2-TZVPD", "gap_ev": [8.009, 8.010], "total_charge": 1, "e_homo_ev": [-14.02, -14.02], "smiles": "C/C=C/N=[NH+]\\C=N\\C", "species": ["C", "C", "C", "N", "N", "C", "N", "C", "H", "H", "H", "H", "H", "H", "H", "H", "H", "H"], "positions_angstrom": [[-2.61, 0.22, 0.05], [-1.32, -0.39, 0.35], [-0.86, -1.53, -0.28], [0.28, -2.17, -0.13], [1.42, -1.67, 0.16], [1.87, -0.37, 0.04], [1.11, 0.63, 0.16], [1.51, 1.95, -0.13], [-3.33, -0.03, 0.84], [-3.02, -0.10, -0.91], [-2.52, 1.31, 0.09], [-0.78, 0.00, 1.20], [-1.55, -2.09, -0.90], [2.15, -2.39, 0.22], [2.94, -0.31, -0.19], [2.52, 2.03, -0.54], [0.79, 2.37, -0.83], [1.43, 2.54, 0.79]]}

---

{"formula": "C5H10N3", "method": "ωB97M-V/def2-TZVPD", "gap_ev": 10.391, "total_charge": 1, "e_homo_ev": -13.85, "smiles": "C[C@H]1C=NCNC=[NH+]1", "species": ["C", "C", "C", "N", "C", "N", "C", "N", "H", "H", "H", "H", "H", "H", "H", "H", "H", "H"], "positions_angstrom": [[0.25, 1.26, -2.14], [0.43, 0.23, -1.01], [1.18, 0.76, 0.25], [1.20, 0.27, 1.43], [0.48, -0.65, 2.06], [-0.76, -1.21, 1.47], [-1.42, -1.01, 0.39], [-0.99, -0.22, -0.64], [-0.83, 1.63, -2.19], [0.64, 0.82, -3.16], [0.86, 2.07, -1.92], [0.95, -0.65, -1.33], [2.09, 1.41, 0.25], [0.99, -1.46, 2.35], [0.17, -0.22, 3.06], [-1.20, -1.67, 2.20], [-2.46, -1.32, 0.24], [-1.59, -0.06, -1.33]]}

---

Energy relative to the best compared isomer or geometry (same formula, charge and spin) across the listed records, respectively: 2.612; 1.639; 2.439; 2.853; 4.222; 0.000; 3.895; 2.736 eV.